ORCA calculation (ωB97M-V/def2-TZVPD) on a cluster of 2 separate species, C6H16NO in total at a distorted geometry.

XYZ file:
```
24
Properties=species:S:1:pos:R:3:forces:R:3
C -0.286275 1.369288 -0.010944 0.6 -2.0 0.4
C 0.344018 0.048818 0.534750 -0.2 -1.7 0.7
C -0.571648 -1.148446 0.180510 0.2 0.2 1.3
C -1.562220 -1.539720 1.016854 2.3 1.5 -0.5
C -1.834857 -0.967764 2.385336 0.0 -1.0 2.2
C -0.444037 -1.548085 -1.246387 -2.9 0.2 0.1
N 0.640729 1.706253 -1.261449 -3.7 -0.6 -1.4
H -0.315604 2.070959 0.799042 1.0 1.2 -0.2
H -1.417858 1.270820 -0.180536 1.9 -0.1 -1.0
H 1.408916 -0.108289 0.139019 -1.6 0.2 0.4
H 0.431472 -0.067565 1.644184 0.0 1.1 -0.9
H -2.189061 -2.345237 0.694433 -0.4 -0.3 0.0
H -1.545335 -1.774295 3.146086 -0.6 0.9 -0.9
H -1.371106 -0.041550 2.882378 -0.4 -1.1 -1.7
H -2.927384 -0.872157 2.472437 0.3 0.1 0.2
H 0.398580 -1.127811 -1.707455 1.2 0.3 -0.8
H -1.383903 -1.076202 -1.599376 0.6 0.1 -0.9
H -0.610504 -2.560078 -1.563083 0.4 -0.7 0.3
H 0.285760 0.998175 -2.091712 1.3 2.3 2.6
H 0.349548 2.667637 -1.523169 0.6 -0.7 -0.3
H 1.706937 1.612705 -1.151027 -0.9 -0.1 0.3
H 3.803917 0.842679 -0.454038 0.5 -0.1 0.4
H 3.853314 1.441334 -1.950161 -1.7 -1.0 2.6
O 3.236595 1.148531 -1.155693 1.5 1.1 -3.0
```
Forces are in eV/Å.

Properties
spin multiplicity: 1
electronic energy: -367.88764 a.u.
net charge: +1